Entry from the OMol25 dataset: a molecular structure, C29H26GdN2O3S4 (wB97M-V/def2-TZVPD).

Geometry as ORCA input:
```
! RIJCOSX wB97M-V def2-TZVPD def2/J DEFGRID3
* xyz -1 8
Gd -0.164 0.342 1.552
S -2.547 -1.101 1.075
S -0.026 -0.517 4.176
S 1.967 0.964 5.804
S 1.311 1.987 3.105
O -2.123 1.464 2.924
O -1.496 -4.399 -4.762
O -3.705 -4.462 -4.726
N 1.211 -0.008 -0.202
N -1.267 2.066 -0.193
C -3.669 -2.639 -0.876
C 4.582 -0.775 -1.297
C -2.505 -2.004 -0.423
C 3.791 -1.861 3.691
C 2.434 -0.274 -0.048
C -2.098 3.078 0.079
C 4.501 -0.831 3.080
C -1.377 -2.814 -2.411
C -3.184 3.502 2.326
C 4.108 -0.348 1.848
C 3.423 -0.018 -1.154
C 4.011 1.211 -3.143
C 2.971 -0.866 1.222
C 5.444 -0.549 -2.362
C -1.984 3.766 1.410
C 2.272 -1.898 1.836
C 2.684 -2.402 3.065
C -2.506 -4.129 -4.172
C -3.170 2.836 -2.054
C -1.361 1.452 -1.379
C -2.299 1.795 -2.335
C -3.387 2.018 2.588
C 1.102 0.813 4.405
C 5.162 0.447 -3.284
C 3.145 0.975 -2.089
C -3.691 -3.330 -2.069
C -3.060 3.489 -0.842
C -2.549 -3.423 -2.867
C -1.356 -2.121 -1.219
H -4.100 3.914 1.892
H -4.413 -4.092 -4.191
H -1.067 3.444 1.910
H 2.235 1.548 -1.969
H 5.346 -0.386 3.588
H -3.012 4.020 3.273
H -1.892 4.842 1.240
H -3.770 1.499 1.701
H 6.336 -1.153 -2.469
H -4.564 -2.584 -0.271
H 4.647 0.469 1.385
H 4.087 -2.215 4.669
H 4.805 -1.552 -0.577
H -0.636 0.664 -1.547
H -4.620 -3.825 -2.339
H 3.789 1.993 -3.859
H 1.395 -2.314 1.340
H -2.129 0.833 3.655
H -0.482 -2.894 -3.013
H -3.711 4.317 -0.594
H -3.920 3.137 -2.774
H -4.099 1.863 3.402
H -2.340 1.248 -3.266
H -0.427 -1.660 -0.901
H 5.838 0.630 -4.110
H 2.109 -3.182 3.545
*
```

The calculation puts the energy relative to the best compared isomer or geometry (same formula, charge and spin) at 0.4 kcal per mole. The frontier orbital gap (alpha / beta) comes out at 6.208 / 6.697 eV. As for the LUMO energy (alpha / beta): 1.8 / 2.3 eV.

Mulliken atomic charge list, values in e, 4 entries: number 1, Gd, carries -0.07; number 2, S, carries -0.24; number 3, S, carries -0.40; number 4, S, carries -0.33

=====

Entry from the OMol25 dataset: a molecular structure, H41O20 in a non-equilibrium geometry (wB97M-V/def2-TZVPD).

Geometry as ORCA input:
```
! RIJCOSX wB97M-V def2-TZVPD def2/J DEFGRID3
* xyz 1 1
O 3.428 0.561 -1.278
O 1.184 1.572 3.668
O 3.499 2.476 4.434
O -0.320 1.034 -0.129
O -2.361 3.283 2.448
O 0.518 -3.147 3.065
O -2.380 1.332 -3.124
O -3.896 -0.381 1.862
O -1.296 -1.468 0.511
O 0.698 -1.633 -3.596
O 1.881 -0.474 1.607
O 1.248 0.622 -2.215
O -3.243 -0.745 -2.081
O -4.835 0.777 -0.396
O 2.269 -3.367 0.846
O 4.474 1.917 0.556
O 3.787 4.031 2.003
O -0.496 0.445 -4.873
O -1.425 -2.829 -2.845
O -0.605 -3.657 -0.526
H 0.367 -2.319 -2.994
H -1.130 -2.456 0.204
H -0.555 1.413 -4.954
H 3.750 3.780 2.949
H -1.455 1.476 -2.859
H 3.837 2.043 3.648
H -0.217 -2.612 2.710
H 2.650 2.073 4.723
H -2.244 0.506 -3.608
H -0.655 0.108 -0.158
H 0.746 0.937 4.251
H 1.233 0.196 1.314
H 0.754 0.452 -1.381
H -4.602 -0.486 2.499
H 0.328 -3.465 -0.660
H 3.381 -0.135 -0.605
H -2.186 -3.370 -2.565
H 1.429 -3.678 1.218
H -4.163 -1.004 -2.213
H -3.048 -0.216 -1.312
H -1.789 -2.010 -2.428
H -2.156 -1.374 0.952
H -4.328 1.080 -1.162
H -0.037 -3.901 3.308
H -3.006 3.729 1.887
H 2.466 0.934 -1.855
H 1.479 -1.318 1.359
H -0.232 0.337 -5.801
H 4.024 2.570 1.151
H -2.706 3.527 3.324
H 0.012 -1.628 -4.270
H -1.156 -3.776 -1.327
H -1.108 1.411 0.297
H 2.898 -3.392 1.573
H -4.085 0.285 1.187
H 2.875 4.291 1.814
H 1.159 -0.189 -2.778
H 3.890 1.246 -0.617
H -5.620 1.351 -0.362
H 1.706 0.959 3.118
H 5.365 2.277 0.485
*
```

The calculation puts the energy relative to the best compared isomer or geometry (same formula, charge and spin) at 39.0 kcal per mole. The frontier orbital gap comes out at 10.856 eV. As for the LUMO energy: -2.5 eV.

Mulliken atomic charge list, values in e, 4 entries: number 1, O, carries -0.53; number 2, O, carries -0.72; number 3, O, carries -0.69; number 4, O, carries -0.81

=====

Entry from the OMol25 dataset: a molecular structure, C18H17AsO2ReSbSe4 in a non-equilibrium geometry (wB97M-V/def2-TZVPD).

Geometry as ORCA input:
```
! RIJCOSX wB97M-V def2-TZVPD def2/J DEFGRID3
* xyz 4 1
Re 6.473 0.201 -2.205
Sb 5.053 8.580 6.732
Se 3.167 9.414 5.843
Se 8.062 1.757 -2.098
Se 6.987 -1.409 -0.694
Se 6.703 7.073 7.162
As -1.735 -0.637 0.028
O 6.650 -0.753 -4.069
O 4.963 0.990 -2.086
C -0.492 -0.769 3.962
C -2.515 -3.930 -3.158
C -2.079 -2.038 -1.135
C -1.721 3.712 -1.176
C -2.225 3.448 0.108
C -0.733 -0.253 2.675
C -1.739 -2.781 3.464
C -2.103 1.083 -0.457
C -1.550 2.690 -2.126
C -1.003 -1.978 4.362
C -1.300 -1.114 1.736
C -1.795 -2.418 2.176
C -3.289 -2.849 -3.050
C -3.047 -1.819 -2.116
C -1.760 1.381 -1.765
C -1.228 -3.136 -1.338
C -2.395 2.141 0.522
C -1.460 -4.128 -2.266
H -3.686 -0.989 -1.953
H -1.124 2.964 -3.146
H -1.596 0.649 -2.529
H -2.616 1.835 1.485
H -0.773 -2.166 5.395
H -0.520 -3.298 -0.597
H 5.752 -1.103 -4.558
H -4.220 -2.777 -3.728
H -0.949 -5.082 -2.201
H -2.272 -3.658 3.874
H -2.323 -3.027 1.410
H -1.547 4.685 -1.537
H 0.045 -0.069 4.700
H -2.583 -4.635 -4.020
H -2.504 4.232 0.772
H -0.378 0.694 2.290
H 7.405 -0.711 -4.691
*
```

The frontier orbital gap (alpha / beta) comes out at 5.157 / 5.156 eV. As for the LUMO energy (alpha / beta): -12.5 / -12.5 eV.

Mulliken atomic charge list, values in e, 4 entries: number 1, Re, carries 1.06; number 2, Sb, carries 1.16; number 3, Se, carries -0.09; number 4, Se, carries 0.10

=====

Entry from the OMol25 dataset: 9 unconnected molecules or ions with the total composition H18N2O10 in a non-equilibrium geometry (wB97M-V/def2-TZVPD).

Geometry as ORCA input:
```
! RIJCOSX wB97M-V def2-TZVPD def2/J DEFGRID3
* xyz 0 1
O -2.436 0.676 -2.681
O 2.632 0.440 -3.802
O 1.415 0.367 -1.051
O -1.210 2.486 0.246
O 3.431 0.887 0.810
O 0.818 -1.388 3.142
O -0.463 -2.690 -3.024
O 0.258 -0.191 0.666
O -0.476 -0.504 -1.337
O -1.543 -2.652 0.641
N -1.143 1.325 3.348
N 0.496 -0.301 -0.581
H 1.951 0.045 -4.390
H 0.120 -1.925 3.381
H 4.068 1.354 0.224
H -2.400 -2.239 0.689
H 2.823 0.497 0.192
H -0.728 1.580 0.025
H -1.677 0.370 -2.142
H -0.214 1.636 3.568
H -2.819 1.228 -2.090
H 0.407 -2.948 -2.688
H 0.960 -0.935 2.269
H -1.006 -1.998 0.407
H -0.633 3.051 -0.187
H -1.387 1.431 2.329
H -0.960 0.374 3.520
H -1.878 1.528 3.951
H -0.649 -1.930 -2.578
H 2.243 0.424 -2.856
*
```

The calculation puts the energy relative to the best compared isomer or geometry (same formula, charge and spin) at 27.6 kcal per mole. The frontier orbital gap comes out at 9.044 eV. As for the LUMO energy: -1.4 eV.

Mulliken atomic charge list, values in e, 4 entries: number 1, O, carries -0.63; number 2, O, carries -0.66; number 3, O, carries -0.76; number 4, O, carries -0.69

=====

Entry from the OMol25 dataset: 2 unconnected molecules or ions with the total composition CH2Cl2FNS (wB97M-V/def2-TZVPD).

Geometry as ORCA input:
```
! RIJCOSX wB97M-V def2-TZVPD def2/J DEFGRID3
* xyz 0 1
Cl -1.714 -0.842 -1.330
Cl -2.442 1.492 0.251
S 2.056 -1.474 0.393
F -1.167 -0.528 1.131
N 1.939 -0.001 -0.065
C -1.238 0.206 0.007
H 2.813 0.509 -0.197
H -0.247 0.637 -0.190
*
```

The calculation puts the energy relative to the best compared isomer or geometry (same formula, charge and spin) at 30.9 kcal per mole. The frontier orbital gap (alpha / beta) comes out at 7.421 / 7.423 eV. As for the LUMO energy (alpha / beta): -1.6 / -1.6 eV.

Mulliken atomic charge list, values in e, 4 entries: number 1, Cl, carries -0.13; number 2, Cl, carries -0.15; number 3, S, carries 0.06; number 4, F, carries -0.18

=====

Number 1: total energy -103798.719 eV. Number 2: total energy -41610.132 eV. Number 3: total energy -353884.574 eV. Number 4: total energy -23741.389 eV. Number 5: total energy -41155.093 eV.